68
Properties=species:S:1:pos:R:3:forces:R:3:lowdin_charge:R:1 method="wB97M-V/def2-TZVPD" e_lumo_ha="0.12028 / 0.12027" total_charge=-2 homo_lumo_gap_ev="2.4738 / 2.4653" relative_energy_ev=4.237 spin_multiplicity=1 energy_ev=-72684.6315
Cs -4.119327 -13.274561 17.679713 0.11 -0.18 -0.17 0.88
C -0.560360 -10.741959 18.688576 1.86 -2.00 0.67 -0.06
C 0.267015 -11.795232 19.179066 -2.97 -1.56 -6.14 -0.04
C 0.327352 -12.932322 18.344492 0.36 -2.69 1.04 -0.02
C -0.580472 -13.112307 17.288376 0.88 -0.58 -1.31 -0.26
N -1.368794 -12.131118 16.898279 0.41 1.17 0.18 0.02
C -1.248735 -10.926907 17.522710 1.09 -3.63 1.08 -0.15
C -0.670428 -14.395429 16.396882 -0.89 1.57 3.28 -0.37
C 0.379828 -15.222713 16.254135 4.39 -3.18 -4.64 -0.12
C 0.190170 -16.300070 15.147134 -5.32 0.12 2.99 -0.06
C -1.224916 -16.671682 15.070876 6.50 -3.05 -4.06 -0.11
C -2.252100 -15.885110 15.469250 -1.35 2.54 1.15 -0.31
N -1.919369 -14.695642 16.182978 -1.64 -0.34 -1.17 0.01
C -3.567344 -16.101887 15.091732 1.67 -3.15 0.31 -0.29
C -4.008402 -17.507050 14.745271 3.34 -0.37 -1.24 -0.09
C -5.288790 -17.799793 14.485194 0.41 -2.58 -0.67 -0.20
C -6.217374 -16.743010 14.708606 -1.55 1.78 -0.26 -0.19
C -5.714859 -15.432352 15.166649 -3.02 -2.30 2.06 -0.28
N -4.460499 -15.147282 15.384840 -2.46 1.45 0.49 -0.06
H -0.501870 -9.875239 19.247151 -0.45 2.01 0.71 0.08
H 0.855938 -11.943207 19.952419 2.40 0.76 4.19 0.04
H 0.922782 -13.951684 18.593075 -1.09 2.81 -0.35 0.15
H -1.771411 -10.231136 17.031578 -2.02 3.06 -1.29 0.05
H 1.482564 -15.061294 16.174858 -0.95 1.14 1.14 0.07
H 0.925384 -16.890981 14.581069 -0.13 0.50 0.71 0.06
H -1.388749 -17.555121 14.308806 0.00 1.82 1.57 0.10
H -3.154729 -18.325707 14.499519 -2.25 2.08 0.97 0.11
H -5.396354 -18.978165 14.147539 -0.71 3.28 0.85 0.13
H -7.248530 -16.713299 14.276249 0.89 -0.44 0.85 0.08
H -6.635584 -14.838571 15.740422 2.55 -0.60 -1.92 0.14
N -9.992543 -11.186412 22.101142 0.63 -2.10 0.77 0.15
C -9.086787 -12.001304 22.745495 -0.26 -0.37 0.65 -0.54
O -9.274607 -13.210396 22.897352 0.29 1.44 -0.35 0.02
C -7.866025 -11.248067 23.246809 0.51 0.85 0.18 -0.26
C -6.636866 -11.588174 22.373862 -0.44 -1.43 -0.01 -0.60
H -10.628810 -11.762288 21.562829 -0.25 0.99 -0.23 0.11
H -9.717773 -10.237846 21.991210 -0.35 0.47 -0.71 0.09
H -7.583451 -11.515395 24.257723 -0.50 -0.41 0.39 0.09
H -8.040038 -10.106344 23.301301 0.36 -1.72 -0.45 0.09
H -6.780342 -11.111413 21.431843 0.19 0.30 -0.94 0.02
H -6.428326 -12.707411 22.189677 -0.63 1.63 0.61 0.09
Te -5.433516 -8.315829 22.630842 -0.17 1.08 -0.29 -0.07
Te -4.885180 -10.748935 23.226093 0.11 -0.65 0.67 0.35
Te -3.098153 -11.939698 21.625583 0.19 -0.09 -0.37 -0.08
Te -1.232286 -10.985895 23.304976 0.35 0.02 0.05 -0.31
C -3.667354 -12.077445 13.872759 -0.09 -2.94 0.00 -0.09
C -3.546178 -11.252324 14.985461 3.21 1.87 -4.99 -0.30
N -4.548759 -10.678056 15.579511 -3.59 0.72 2.32 0.00
C -5.808380 -11.155703 15.368881 0.65 -2.26 -3.46 -0.10
C -6.006499 -12.145738 14.232408 -1.24 0.55 2.40 -0.15
C -4.910014 -12.634742 13.495281 1.76 0.01 -0.06 -0.02
C -7.435158 -12.586643 14.138530 6.23 6.48 5.17 -0.14
C -8.026440 -13.386500 13.440351 -0.64 -6.89 -6.85 -0.11
C -7.606363 -14.375212 12.403392 -3.86 -0.62 -1.58 -0.20
C -6.535216 -15.254496 12.358532 -1.38 0.19 -1.48 -0.05
C -6.602776 -16.333232 11.467913 -0.96 1.60 0.73 -0.13
N -7.582257 -16.644680 10.629325 -0.83 0.93 -0.78 0.03
C -8.563798 -15.746354 10.600009 -4.32 3.05 4.07 -0.22
N -8.738381 -14.651981 11.550568 3.29 -2.24 -1.59 0.07
H -2.715674 -12.537647 13.441098 -1.40 0.99 0.47 0.13
H -2.549850 -10.679600 14.650993 -1.59 -0.67 2.71 0.15
H -6.847309 -10.893731 15.827549 2.61 0.27 -0.19 0.13
H -4.770074 -13.433918 12.683106 -1.31 1.43 1.30 0.13
H -8.102992 -12.063614 14.792425 0.02 0.74 0.56 0.10
H -9.019977 -13.298301 13.496422 -3.90 -0.40 -0.03 0.07
H -5.827361 -15.171522 13.117737 1.44 -0.12 0.32 0.04
H -5.890201 -17.056783 11.561598 2.12 -1.81 0.16 0.08
H -9.742550 -15.887955 10.252977 3.66 -0.30 -0.17 0.13


71
Properties=species:S:1:pos:R:3:forces:R:3:lowdin_charge:R:1 method="wB97M-V/def2-TZVPD" e_lumo_ha=0.14086 total_charge=-2 homo_lumo_gap_ev=6.2121 relative_energy_ev=0.895 spin_multiplicity=1 energy_ev=-139434.3539
Na 0.348056 0.640253 0.442310 0.12 -0.67 -0.40 0.05
O 4.669730 -0.335176 -0.035050 0.32 -0.10 -0.08 -0.07
C 3.495393 -0.048608 0.301177 -0.14 -0.04 0.17 -0.55
N 2.376634 -0.685222 0.044346 0.03 0.01 0.06 0.01
C 2.575458 -1.893896 -0.702462 0.13 0.07 0.06 -0.23
C 1.430146 -2.262075 -1.603109 0.02 -0.20 -0.03 -0.28
C 1.454124 -3.499663 -2.262115 0.04 0.05 -0.01 -0.04
C 0.439909 -3.821983 -3.135373 -0.10 -0.03 -0.04 -0.09
C -0.594067 -2.910914 -3.329504 0.07 -0.02 -0.05 -0.09
C -0.553016 -1.731043 -2.609550 -0.01 0.01 -0.32 -0.18
N 0.424736 -1.414453 -1.767858 0.04 0.15 0.12 0.12
C 3.335550 1.189331 1.167488 0.14 0.03 -0.03 -0.19
C 4.379958 1.549817 2.017261 0.03 -0.01 -0.02 -0.02
C 4.233623 2.656052 2.827736 -0.01 0.02 0.04 -0.08
C 3.060902 3.395459 2.751887 0.02 0.05 0.01 -0.08
C 2.087245 2.977041 1.862468 -0.01 0.14 0.06 -0.13
N 2.215233 1.902781 1.091972 0.07 -0.12 0.18 0.10
H 2.734358 -2.754943 -0.030022 0.08 0.01 0.00 0.11
H 3.488259 -1.840153 -1.317942 -0.06 -0.04 0.01 0.12
H 2.274558 -4.183559 -2.081500 0.02 0.00 0.02 0.11
H 0.442106 -4.772684 -3.657322 0.01 0.00 0.00 0.09
H -1.413185 -3.118720 -4.004637 -0.04 0.01 0.00 0.09
H -1.348976 -0.999902 -2.687540 -0.05 0.05 -0.01 0.10
H 5.269396 0.937949 2.025967 0.02 -0.02 -0.03 0.11
H 5.016632 2.937298 3.523020 0.00 0.00 -0.01 0.09
H 2.900110 4.267489 3.372625 -0.02 -0.01 0.00 0.09
H 1.153217 3.515878 1.757143 -0.09 0.05 0.02 0.11
O -2.698843 3.233517 -1.197354 -0.25 0.29 -0.04 -0.03
C -2.094930 2.316025 -0.618628 -0.14 -0.09 -0.29 -0.66
O -0.891783 2.231890 -0.321297 0.04 0.37 0.09 -0.10
C -2.975290 1.105969 -0.286324 -0.02 0.11 0.17 -0.15
C -4.290677 1.347580 0.207151 -0.04 -0.09 -0.01 0.01
C -5.100823 0.296760 0.489104 0.04 0.04 0.00 -0.02
C -4.630173 -1.020592 0.253633 -0.01 0.01 -0.01 -0.17
C -5.406504 -2.176468 0.489081 -0.01 -0.03 0.00 -0.06
C -4.895904 -3.422042 0.245214 -0.04 0.00 0.00 -0.11
C -3.581059 -3.559766 -0.244590 0.05 0.01 0.02 -0.09
C -2.809867 -2.455433 -0.483601 0.05 -0.09 0.11 -0.03
C -3.314998 -1.157197 -0.241116 -0.13 -0.13 0.06 -0.21
N -2.503188 -0.093962 -0.485268 0.13 0.10 -0.04 0.20
H -4.600128 2.372251 0.344660 0.00 0.05 -0.03 0.11
H -6.099342 0.441552 0.887405 -0.02 0.00 0.01 0.11
H -6.415900 -2.057937 0.866502 -0.03 0.01 0.03 0.10
H -5.494404 -4.304994 0.433071 -0.02 0.00 0.01 0.09
H -3.173350 -4.547662 -0.416538 0.02 -0.03 -0.01 0.10
H -1.791225 -2.537785 -0.837226 -0.12 -0.07 0.14 0.08
Cl -1.235821 -4.047536 3.736248 -0.01 -0.09 0.05 0.46
C -1.160281 -2.513005 2.826226 0.01 0.22 -0.05 -1.00
Cl 0.159246 -2.479589 1.668308 -0.03 -0.13 0.01 0.62
H -1.006293 -1.704039 3.533613 -0.01 -0.09 -0.07 0.01
H -2.101168 -2.407667 2.296370 0.04 0.03 -0.01 0.01
C 2.296780 3.408599 -1.874488 0.02 -0.01 0.01 -0.32
As 1.372176 1.683834 -2.119834 0.14 0.28 -0.50 1.14
C 0.085557 2.358224 -3.453886 -0.02 -0.04 0.00 -0.32
C 2.668552 0.982765 -3.444119 0.01 -0.01 0.02 -0.33
H 2.463625 3.918981 -2.825890 0.00 -0.01 -0.04 0.01
H 3.254241 3.233334 -1.382106 0.00 -0.01 0.01 0.01
H 1.685087 4.034813 -1.227130 -0.05 0.02 0.03 0.01
H 0.592517 2.825064 -4.301962 0.02 0.02 0.00 0.01
H -0.572733 3.073631 -2.964153 -0.04 0.04 0.05 0.01
H -0.533634 1.536125 -3.816668 0.01 -0.05 -0.01 0.01
H 2.927179 1.737179 -4.191713 -0.02 0.01 0.00 0.00
H 2.241438 0.113883 -3.947814 -0.04 -0.03 0.00 0.00
H 3.572258 0.663798 -2.924873 0.05 -0.02 0.06 0.01
O -0.625241 0.464900 2.375930 -0.28 0.55 1.78 -0.21
N -0.974633 1.135385 3.404282 0.13 -0.33 -0.84 -0.03
C -0.125051 1.215707 4.432619 -0.09 -0.17 -0.34 -0.34
C -0.529041 1.971518 5.566016 -0.18 0.10 0.10 -0.24
N -0.838956 2.572063 6.501465 0.03 0.01 -0.01 0.10
C 1.130546 0.543817 4.500414 0.10 -0.15 -0.19 -0.22
N 2.125947 -0.029844 4.587852 0.07 0.02 0.03 0.15


74
Properties=species:S:1:pos:R:3:forces:R:3:lowdin_spin:R:1 method="wB97M-V/def2-TZVPD" e_lumo_ha="-0.22368 / -0.32909" total_charge=+2 homo_lumo_gap_ev="7.6934 / 4.8380" relative_energy_ev=1.175 spin_multiplicity=5 energy_ev=-165913.7714
Co -0.509138 -0.300908 -1.307425 -0.27 0.15 -0.64 2.76
O -1.169439 -2.807189 -6.528019 -0.03 0.22 0.10 0.00
C -1.555190 -1.540419 -6.625218 0.10 -0.24 0.04 0.00
O -2.050944 -1.084448 -7.616633 -0.03 0.07 -0.04 0.00
C -1.359975 -0.661044 -5.425903 0.01 -0.13 0.00 0.00
C -1.758554 0.654488 -5.421252 -0.02 0.18 0.06 0.00
N -1.467486 1.156286 -4.206736 -0.07 0.03 -0.05 0.01
N -0.887148 0.247280 -3.414634 -0.05 0.01 -0.08 0.04
C -0.817415 -0.859778 -4.142662 0.12 -0.06 0.13 0.00
C -0.199988 -2.047975 -3.475775 0.15 0.00 0.19 0.00
O -0.187645 -3.134800 -4.017829 0.00 -0.05 -0.08 0.01
O 0.314955 -1.799311 -2.299608 -0.03 0.04 -0.01 0.06
H -0.802140 -3.010332 -5.636297 0.00 -0.07 -0.03 0.00
H -2.211852 1.236252 -6.207859 0.01 -0.01 0.04 0.00
H -1.608989 2.098514 -3.882843 0.00 -0.01 -0.01 0.00
C -1.457772 -3.639169 -0.154714 0.08 0.09 0.07 0.00
O -0.696942 -2.481495 0.243558 -0.08 0.00 -0.12 0.00
C -0.410800 -2.309748 1.544954 -0.02 -0.26 0.03 0.00
C -0.988922 -3.001439 2.601777 -0.02 0.01 0.01 0.06
C -0.588909 -2.726339 3.908407 -0.02 -0.03 -0.05 0.00
Br -1.385787 -3.670230 5.316675 -0.06 -0.05 0.09 -0.01
C 0.381915 -1.790629 4.177566 0.08 0.10 -0.09 0.05
C 0.986248 -1.097791 3.108334 -0.08 0.02 0.08 0.02
C 0.576273 -1.367374 1.799074 0.08 0.25 -0.03 0.04
O 1.093748 -0.663202 0.722988 0.29 -0.17 0.18 0.02
C 2.026600 -0.157837 3.431170 0.02 0.05 0.12 0.12
N 2.445587 0.050099 4.713347 -0.21 -0.18 -0.31 0.11
C 3.427792 0.925681 4.627615 0.25 0.22 0.06 0.12
C 4.229801 1.476462 5.680250 -0.18 -0.14 -0.11 0.09
C 5.190747 2.360404 5.321081 0.13 0.16 -0.26 0.02
C 5.387099 2.725966 3.948515 0.00 -0.02 0.12 0.23
C 4.621879 2.215294 2.895684 0.13 0.08 0.08 0.01
C 3.653059 1.318724 3.254776 -0.15 -0.10 0.20 0.12
N 2.712375 0.608402 2.543732 0.05 -0.11 0.13 0.00
H -0.993617 -4.540770 0.242520 0.00 -0.01 0.02 0.00
H -1.422633 -3.653948 -1.237418 0.00 0.03 -0.04 0.00
H -2.486906 -3.552292 0.195328 -0.02 -0.01 -0.02 0.00
H -1.745747 -3.752450 2.421742 0.02 0.01 0.00 0.00
H 0.697508 -1.583341 5.189548 0.01 -0.01 -0.03 0.00
H 1.519763 -1.281865 0.102500 -0.11 -0.04 -0.01 0.00
H 4.061243 1.179836 6.706443 -0.03 -0.02 -0.03 0.00
H 5.828534 2.803998 6.072876 0.02 0.02 -0.05 0.00
H 6.171744 3.434917 3.715964 -0.01 -0.01 0.03 0.01
H 4.799960 2.512162 1.871171 0.01 0.01 0.03 0.00
H 2.584466 0.572204 1.543798 -0.06 -0.02 -0.06 0.00
N 2.553143 0.011587 -2.271161 0.07 -0.01 0.10 0.00
C 2.110619 1.238007 -1.897687 0.02 -0.05 0.08 0.00
C 2.929157 2.380692 -2.033307 0.04 -0.09 -0.03 0.00
C 2.473870 3.591444 -1.590097 -0.04 0.11 0.02 0.00
C 1.202372 3.685429 -1.001428 0.11 0.01 -0.05 0.00
C 0.468421 2.536468 -0.906934 -0.10 -0.09 -0.12 0.00
N 0.893795 1.326750 -1.339365 -0.18 0.09 0.25 0.03
H 3.414719 -0.046026 -2.786938 -0.02 0.00 -0.04 0.00
H 1.888541 -0.748454 -2.397734 -0.02 0.03 -0.08 0.00
H 3.899190 2.280282 -2.503778 -0.03 0.02 0.01 0.00
H 3.086897 4.476155 -1.710416 -0.01 -0.03 0.01 0.00
H 0.799580 4.627580 -0.658717 0.02 -0.02 0.00 0.00
H -0.536306 2.558609 -0.498279 0.03 -0.02 0.00 0.00
C -5.287591 -1.139717 -1.158401 0.08 0.07 0.09 0.00
N -4.343510 -0.373862 -0.324404 -0.02 -0.04 -0.03 0.00
C -4.747903 0.316815 0.772646 -0.10 -0.06 -0.06 0.00
C -3.883411 1.008041 1.546255 0.00 0.01 0.04 0.00
C -2.516967 1.002421 1.156795 0.19 0.07 0.12 0.00
N -2.116089 0.337689 0.078312 0.07 -0.03 -0.11 0.02
C -3.010551 -0.389250 -0.655306 0.01 0.00 0.02 0.00
O -2.577909 -1.040995 -1.613282 -0.03 0.06 0.25 0.04
N -1.594938 1.671408 1.865278 -0.09 -0.10 -0.04 0.00
H -6.289945 -0.767603 -0.969436 -0.01 -0.01 0.00 0.00
H -5.231606 -2.198968 -0.918307 0.02 -0.01 0.01 0.00
H -5.030693 -1.001068 -2.203167 0.01 0.02 -0.03 0.00
H -5.806604 0.275642 0.991016 0.01 0.00 -0.01 0.00
H -4.222696 1.543594 2.419447 0.00 0.00 -0.02 0.00
H -1.845266 2.165331 2.703754 -0.01 0.01 -0.01 0.00
H -0.625682 1.611155 1.604070 0.00 0.02 -0.01 0.00